(1)
Density functional theory data (ωB97M-V/def2-TZVPD) for a gas-phase ion, C3H3O4S (charge -1) at a distorted geometry.

Summary:
E_tot ... -22183.4031 eV
Orbital gap ... 7.23 eV
Energy relative to the best compared isomer or geometry (same formula, charge and spin) ... 62.97 kcal per mole
HOMO level ... -3.60 eV
Max |F| ... 0.066 hartree/bohr
Total charge ... -1

Cartesian coordinates (Å):
1 C -0.015 0.903 0.601
2 C -0.345 -0.112 -0.304
3 C 1.621 -0.582 0.585
4 O -2.083 -0.533 -2.592
5 O -2.480 1.152 -0.748
6 O 1.143 0.620 1.305
7 O 0.609 -1.111 -0.212
8 S -2.147 -0.261 -1.103
9 H -0.720 1.653 1.000
10 H 2.596 -0.303 0.074
11 H 1.822 -1.425 1.393



(2)
Density functional theory data (ωB97M-V/def2-TZVPD) for 2 unconnected molecules or ions with the total composition C3H3OS2 at a distorted geometry.

Summary:
E_tot ... -26877.9248 eV
Orbital gap ... 5.32 eV
Energy relative to the best compared isomer or geometry (same formula, charge and spin) ... 25.02 kcal per mole
HOMO level ... -2.29 eV
Max |F| ... 0.087 hartree/bohr
Total charge ... -1

Cartesian coordinates (Å):
1 C 0.040 -0.061 -0.145
2 C 0.158 1.097 0.687
3 C -3.055 -0.078 0.367
4 O -2.800 -0.437 1.435
5 S -3.523 0.290 -1.031
6 S 0.218 2.666 0.156
7 H 0.172 -1.121 0.258
8 H -0.021 -0.026 -1.179
9 H 0.447 0.985 1.718